1 | This record from OMol25 describes a cluster of 3 separate species, C11H19NO5 in total. The level of theory is ωB97M-V/def2-TZVPD.

Last column: Löwdin charge in e.
CARTESIAN COORDINATES (ANGSTROEM)
1 C -1.81562 -1.43979 0.44297  -0.5384
2 H 1.42815 0.45178 -1.01720  0.0809
3 C 3.24804 -1.51322 2.60552  -0.2038
4 O -1.69126 -2.68229 0.84969  0.1020
5 H -2.32327 1.23144 -1.46337  0.0745
6 C 2.78862 -1.55002 4.10975  -0.0516
7 H -0.51422 0.83012 -1.55802  0.0360
8 H -3.11439 3.44130 -2.70613  0.1196
9 H 3.42735 -2.48953 2.15524  0.1178
10 H 2.25836 -0.62079 4.31824  0.0745
11 H 2.07712 -2.32576 4.39278  0.0637
12 O 3.67981 -0.63210 0.09147  0.0446
13 H -0.69188 -2.67126 -1.84984  0.1361
14 H -0.74436 2.35728 -3.26153  0.0974
15 C -1.68041 -3.53152 -0.29718  -0.1191
16 H -1.73683 4.49107 -3.23745  0.1113
17 N -2.30464 5.48207 -0.41055  0.1255
18 H -0.01072 3.21715 -1.97523  0.1079
19 C -1.29167 1.56875 -1.36283  -0.1008
20 H -2.50424 -2.92358 -2.15390  0.1432
21 C 2.58026 -0.32581 0.61207  -0.4884
22 C 1.59860 0.66639 0.03779  0.0224
23 O -2.03910 -1.40305 -0.88966  0.0485
24 H 0.59698 0.57229 0.45732  0.0620
25 O 2.28718 -0.79942 1.82513  -0.0145
26 H -2.57119 -4.15050 -0.19000  0.1378
27 H 2.05262 1.63307 0.25571  0.1067
28 C -2.11949 3.81861 -2.46968  -0.1894
29 O -1.95079 -0.42737 1.14854  0.1118
30 H 4.25989 -1.10851 2.58401  0.1148
31 C -0.97151 2.81783 -2.30007  -0.2247
32 H 3.65585 -1.74746 4.73985  0.0693
33 H -0.76411 -4.11334 -0.39706  0.1345
34 C -1.71204 -2.62059 -1.46929  -0.1489
35 C -2.24099 4.74037 -1.31817  -0.2243
36 H -1.14627 1.75647 -0.29901  0.0610

* orbital gap: 10.5 eV
* E_LUMO: 0.315 eV
* HOMO: -0.375 hartree


2 | This record from OMol25 describes an isolated molecule of C11H19NO5. The level of theory is ωB97M-V/def2-TZVPD.

Last column: Löwdin charge in e.
CARTESIAN COORDINATES (ANGSTROEM)
1 H 0.81203 -3.79726 1.47248  0.0454
2 H -1.79486 -4.36072 -0.00838  -0.0369
3 H 1.14590 -0.77275 -1.83908  0.0626
4 C -0.18571 0.72565 0.51433  -0.2564
5 C -1.29306 1.82766 0.25173  -0.0231
6 C -0.04211 -3.78325 2.04447  -0.0341
7 C 0.78333 1.16141 -2.50973  -0.1586
8 O 1.96575 1.68358 -2.29703  -0.0313
9 O -0.41469 3.47340 1.99964  0.1683
10 H -2.10230 -2.85804 -0.71886  0.1475
11 H -0.10681 4.24574 2.19371  0.0229
12 H 0.11043 1.87091 -2.53284  0.0789
13 N 0.77855 0.50820 -0.35872  -0.1610
14 C 0.50281 -0.13119 -1.64525  0.0406
15 H -1.92037 -2.58827 1.89714  0.1564
16 C -1.35429 -3.63687 -0.24373  0.0684
17 H -0.39083 -4.82310 2.03808  0.0902
18 H -2.30614 1.82056 0.73928  0.1231
19 C 2.08520 2.25699 -1.25162  -0.3389
20 H -0.66130 -3.49715 -0.75103  -0.0448
21 H 2.75348 0.40019 -0.45433  0.1879
22 H -0.38704 -0.36351 -1.59169  0.0541
23 O -2.43817 -0.57146 0.83236  0.0820
24 O -0.34122 4.02379 -0.31096  -0.0537
25 C -1.09654 -3.00620 1.21360  -0.2018
26 H 0.90064 0.77143 -3.59398  0.1654
27 C 1.80528 1.22522 -0.02088  -0.1403
28 H -1.47404 1.82862 -0.91959  0.1557
29 C -0.81282 3.30397 0.72878  -0.3130
30 H 2.14239 1.59034 0.87625  0.1008
31 H 0.03123 -3.20354 3.00337  0.1046
32 C -1.23020 -0.48758 0.72332  -0.4570
33 H 3.28983 2.72195 -1.05337  0.1936
34 O -0.48657 -1.56640 0.91215  -0.0321
35 H 0.09340 0.91566 1.64798  0.1974
36 H 1.63882 3.09201 -0.98760  0.0370

* orbital gap: 8.0 eV
* E_LUMO: 0.575 eV
* HOMO: -0.271 hartree


Least stable: 2